No. 1
{
  "formula": "C7H14NO5P",
  "method": "ωB97M-V with the def2-TZVPD basis set",
  "elements": ["C", "P", "C", "N", "C", "O", "O", "O", "H", "H", "H", "H", "H", "H", "H", "H", "O", "C", "C", "C", "C", "O", "H", "H", "H", "H", "H", "H"],
  "xyz": [[4.106, -1.840, -0.876], [2.597, -1.487, -1.846], [2.043, 0.044, -1.012], [1.558, -2.625, -0.942], [0.283, -2.805, -1.505], [-0.015, -3.445, -2.460], [-0.762, -2.179, -0.867], [-0.508, -1.789, 0.477], [3.971, -1.721, 0.203], [4.906, -1.174, -1.225], [4.421, -2.870, -1.091], [1.039, 0.304, -1.373], [2.702, 0.877, -1.286], [2.034, -0.047, 0.080], [2.001, -3.542, -0.940], [-0.019, -0.956, 0.359], [-0.057, 2.450, 0.392], [-1.169, 2.360, 0.827], [-2.197, 1.284, 0.544], [-3.497, 1.902, 1.051], [-2.986, 2.843, 2.138], [-1.680, 3.257, 1.700], [-1.917, 0.396, 1.113], [-2.200, 1.030, -0.514], [-4.219, 1.180, 1.425], [-3.970, 2.478, 0.255], [-2.876, 2.338, 3.101], [-3.589, 3.737, 2.272]],
  "forces_ev_per_a": [[0.29, -0.15, -0.09], [-0.03, 0.03, 0.30], [-0.14, 0.19, -0.04], [-0.01, -0.05, -0.05], [-0.11, -0.18, 0.60], [0.02, -0.30, -0.54], [-0.09, 0.27, -0.06], [0.22, 0.25, -0.06], [-0.06, 0.01, -0.15], [-0.16, -0.13, 0.10], [0.01, 0.23, 0.07], [0.18, 0.05, 0.12], [-0.13, -0.14, 0.01], [0.04, -0.02, -0.14], [0.01, 0.15, -0.14], [0.00, -0.13, 0.08], [-0.02, -0.05, 0.00], [0.06, -0.04, -0.02], [-0.13, 0.09, 0.02], [0.03, 0.05, -0.06], [-0.03, -0.02, 0.02], [0.03, 0.02, 0.00], [-0.02, -0.05, -0.03], [0.05, -0.05, 0.03], [0.02, -0.01, 0.02], [-0.02, -0.01, 0.01], [-0.02, -0.01, 0.00], [0.01, 0.00, -0.01]],
  "smiles": "CP(C)NC(=O)OO.O=C1CCCO1",
  "e_tot_ha": -1047.36368
}



No. 2
{
  "formula": "C34H56HgN2OP3",
  "method": "ωB97M-V with the def2-TZVPD basis set",
  "elements": ["C", "C", "C", "C", "C", "H", "H", "H", "N", "P", "P", "C", "H", "H", "C", "H", "C", "C", "C", "C", "C", "H", "H", "H", "C", "H", "H", "H", "C", "H", "H", "H", "C", "H", "H", "H", "C", "H", "H", "H", "C", "H", "H", "H", "C", "H", "H", "H", "C", "H", "H", "H", "C", "H", "H", "H", "C", "H", "H", "H", "C", "H", "H", "H", "C", "H", "H", "H", "Hg", "C", "O", "N", "C", "C", "C", "C", "C", "H", "C", "H", "C", "H", "H", "H", "C", "P", "C", "C", "H", "H", "H", "H", "H", "H", "H", "H", "H"],
  "xyz": [[2.045, -1.958, -0.926], [1.654, 0.166, -1.650], [3.028, -2.184, -1.901], [2.577, 0.022, -2.706], [3.280, -1.172, -2.815], [3.465, -3.177, -1.919], [2.712, 0.851, -3.400], [4.018, -1.316, -3.600], [1.481, -0.778, -0.718], [-0.068, -2.919, 0.727], [0.980, 2.442, 0.011], [1.596, -3.101, -0.020], [1.611, -4.064, -0.566], [2.317, -3.237, 0.813], [0.798, 1.406, -1.523], [1.026, 2.068, -2.362], [-0.234, 3.914, -0.362], [2.767, 3.042, 0.018], [-1.273, -3.649, -0.528], [0.084, -3.848, 2.373], [-1.654, 3.502, 0.056], [-1.723, 3.307, 1.135], [-2.340, 4.330, -0.175], [-2.018, 2.620, -0.482], [0.165, 5.160, 0.457], [0.213, 4.936, 1.533], [1.114, 5.602, 0.127], [-0.608, 5.932, 0.323], [-0.237, 4.241, -1.866], [-0.831, 5.152, -2.037], [0.766, 4.458, -2.246], [-0.679, 3.442, -2.476], [3.048, 3.819, 1.312], [2.866, 3.179, 2.189], [4.111, 4.120, 1.323], [2.437, 4.724, 1.395], [3.698, 1.821, 0.018], [3.410, 1.097, 0.792], [3.700, 1.320, -0.956], [4.735, 2.151, 0.208], [3.102, 3.896, -1.233], [3.182, 3.241, -2.141], [2.357, 4.715, -1.398], [4.099, 4.346, -1.019], [-1.306, -3.972, 3.014], [-1.166, -4.360, 4.031], [-1.823, -3.005, 3.090], [-1.952, -4.678, 2.476], [1.017, -3.036, 3.287], [2.008, -2.881, 2.846], [0.595, -2.058, 3.549], [1.146, -3.608, 4.215], [0.706, -5.232, 2.171], [0.844, -5.671, 3.166], [0.069, -5.913, 1.600], [1.689, -5.176, 1.693], [-0.973, -3.039, -1.901], [-1.698, -3.446, -2.636], [-1.108, -1.940, -1.893], [0.045, -3.269, -2.260], [-2.703, -3.245, -0.139], [-2.810, -2.144, -0.147], [-3.407, -3.659, -0.884], [-2.995, -3.621, 0.855], [-1.139, -5.172, -0.585], [-0.104, -5.512, -0.756], [-1.537, -5.659, 0.320], [-1.742, -5.535, -1.435], [-0.828, -0.578, 1.077], [0.754, 1.104, 1.471], [1.504, 0.808, 2.369], [-1.516, 0.260, -0.897], [-0.784, 0.865, -1.710], [-1.338, 0.990, -3.134], [-2.708, 0.751, -3.288], [-0.549, 1.229, -4.270], [-3.294, 0.756, -4.551], [-3.307, 0.552, -2.404], [-1.127, 1.273, -5.548], [0.526, 1.381, -4.165], [-2.503, 1.019, -5.697], [-4.355, 0.556, -4.704], [-0.472, 1.497, -6.408], [-2.925, 1.031, -6.708], [-3.385, 0.024, 3.445], [-1.625, 0.432, 3.258], [-1.598, 2.239, 3.482], [-0.838, -0.304, 4.740], [-3.954, 0.595, 2.703], [-3.709, 0.307, 4.453], [-3.545, -1.050, 3.288], [-1.528, 2.474, 4.557], [-0.733, 2.682, 2.965], [-2.536, 2.652, 3.077], [-1.306, 0.145, 5.629], [0.240, -0.085, 4.751], [-0.995, -1.391, 4.756]],
  "forces_ev_per_a": [[0.55, -0.44, 0.28], [0.68, 0.33, 0.11], [-1.00, -0.14, 0.39], [-0.70, -0.05, 0.38], [0.25, 0.09, 0.03], [0.19, 0.23, -0.33], [0.04, -0.31, 0.04], [-0.13, 0.07, 0.11], [-0.35, 0.04, -1.03], [-0.43, 0.44, 0.31], [1.32, 1.28, -0.93], [0.59, -0.32, 0.21], [0.05, 0.46, 0.10], [-0.35, 0.19, -0.40], [-1.32, -0.84, 0.14], [-0.02, 0.02, 0.27], [0.06, -0.22, 0.30], [0.02, 0.30, -0.70], [0.18, -0.26, 0.44], [-0.11, 0.02, -0.81], [-0.27, -0.07, 0.09], [0.05, 0.07, -0.36], [0.21, -0.11, 0.06], [0.14, 0.19, 0.16], [-0.03, -0.04, -0.06], [0.07, 0.08, -0.27], [-0.27, -0.17, 0.14], [0.11, -0.26, -0.03], [0.12, 0.04, -0.18], [0.01, -0.23, 0.18], [-0.33, -0.11, -0.02], [0.07, 0.25, 0.22], [-0.16, 0.14, 0.19], [0.05, 0.22, -0.21], [-0.43, -0.14, -0.01], [0.30, -0.26, 0.09], [0.15, -0.33, -0.09], [0.22, 0.15, -0.18], [0.05, 0.11, 0.37], [-0.42, -0.04, 0.02], [0.15, 0.13, 0.16], [-0.13, 0.73, 0.69], [0.96, -0.67, 0.10], [-0.59, -0.18, -0.47], [0.12, -0.11, 0.14], [-0.12, 0.05, -0.12], [0.13, -0.17, -0.08], [0.17, 0.20, 0.11], [-0.23, 0.15, 0.00], [-0.15, -0.01, 0.11], [0.20, -0.27, -0.21], [0.03, 0.13, -0.13], [-0.07, -0.25, 0.24], [0.08, -0.08, -0.13], [0.17, 0.18, 0.11], [-0.15, -0.05, 0.09], [0.12, 0.39, -0.37], [0.38, 0.12, 0.39], [0.11, -0.46, 0.03], [-0.39, 0.03, 0.09], [-0.26, 0.12, 0.10], [-0.01, -0.46, -0.06], [0.29, 0.16, 0.32], [0.08, 0.11, -0.38], [-0.29, -0.37, -0.26], [-0.35, 0.13, 0.09], [0.19, 0.19, -0.33], [0.20, 0.06, 0.27], [0.13, 0.45, -0.52], [-0.57, -2.44, 1.27], [0.18, 1.91, -1.14], [0.89, 0.11, 0.68], [0.09, -0.25, -0.50], [0.54, 0.17, -0.09], [-0.29, 0.10, -0.50], [-0.45, 0.10, 0.08], [0.67, 0.19, -0.93], [0.17, 0.03, -0.16], [-0.14, -0.16, 0.19], [-0.29, 0.00, -0.13], [0.51, 0.09, 0.40], [0.27, 0.07, 0.27], [-0.59, -0.22, 0.43], [0.00, -0.02, 0.53], [-0.09, 0.17, 0.54], [-0.57, -0.96, -0.19], [0.21, 0.12, 0.25], [-0.12, 0.46, 0.20], [0.06, -0.20, 0.11], [-0.23, -0.11, -0.16], [0.01, 0.26, 0.03], [-0.08, 0.00, -0.38], [-0.34, -0.12, 0.25], [0.40, -0.10, 0.13], [0.18, -0.20, -0.12], [-0.33, -0.09, -0.05], [0.00, 0.38, -0.04]],
  "e_tot_ha": -2691.11962,
  "total_charge": 1
}



No. 3
{
  "formula": "H3N2OP",
  "method": "ωB97M-V with the def2-TZVPD basis set",
  "elements": ["N", "N", "O", "P", "H", "H", "H"],
  "xyz": [[-0.153, 0.049, -0.131], [1.173, 0.491, -0.193], [-2.157, -0.948, 0.139], [-1.764, 0.333, -0.451], [1.396, 1.021, 0.615], [1.957, -0.215, -0.389], [-0.451, -0.731, 0.411]],
  "forces_ev_per_a": [[4.62, 0.07, 1.27], [-0.12, -1.46, -1.48], [-2.50, -3.92, 1.55], [-1.54, 5.14, -3.07], [0.09, 0.82, 0.66], [-2.25, 0.93, 0.34], [1.70, -1.58, 0.74]],
  "spin_multiplicity": 3,
  "e_tot_ha": -527.71737
}



No. 4
{
  "formula": "C13H17BrN4O3Rh",
  "method": "ωB97M-V with the def2-TZVPD basis set",
  "elements": ["Rh", "O", "C", "C", "C", "C", "C", "C", "N", "H", "H", "H", "H", "H", "H", "H", "O", "C", "C", "C", "N", "C", "Br", "C", "H", "H", "H", "H", "N", "C", "N", "O", "H", "H", "H", "H", "C", "H", "H"],
  "xyz": [[0.610, 0.101, 0.629], [0.228, 2.237, 1.061], [-1.162, 2.334, 1.446], [-2.002, 1.292, 0.746], [-3.247, 1.545, 0.202], [-3.959, 0.476, -0.322], [-3.394, -0.779, -0.315], [-2.086, -0.970, 0.154], [-1.450, 0.067, 0.752], [0.321, 2.613, 0.177], [-1.513, 3.348, 1.259], [-1.154, 2.141, 2.518], [-3.665, 2.542, 0.216], [-4.962, 0.627, -0.699], [-3.940, -1.634, -0.693], [-1.874, -1.931, 0.611], [-0.880, -4.645, -2.949], [-0.527, -3.605, -2.172], [-1.078, -2.335, -2.277], [-0.693, -1.337, -1.390], [0.433, -1.510, -0.617], [0.932, -2.737, -0.528], [2.380, -3.015, 0.636], [0.478, -3.829, -1.247], [-1.582, -4.394, -3.561], [-1.850, -2.118, -3.006], [-0.782, -0.323, -1.755], [0.914, -4.809, -1.128], [3.671, 3.609, 1.160], [3.258, 2.334, 1.187], [3.120, 1.686, 2.336], [3.008, 1.786, 0.062], [3.949, 4.096, 1.992], [3.865, 4.026, 0.266], [3.278, 2.140, 3.218], [2.703, 0.763, 2.325], [2.560, 0.318, 0.056], [3.348, -0.179, 0.636], [2.745, 0.068, -0.988]],
  "forces_ev_per_a": [[0.59, 0.55, -0.80], [-0.10, 0.09, 0.42], [0.16, 0.01, -0.08], [0.16, 0.07, 0.03], [0.21, 0.08, 0.17], [-0.16, -0.12, -0.24], [0.08, -0.25, -0.37], [-2.43, 0.82, 2.80], [0.19, -0.12, -0.43], [0.09, -0.14, -0.08], [-0.13, -0.04, 0.03], [-0.12, 0.02, 0.01], [0.03, 0.01, 0.04], [0.01, -0.03, -0.02], [-0.06, 0.02, 0.07], [0.61, -0.24, -0.74], [-0.07, 0.14, 0.01], [-0.14, -0.23, -0.14], [-0.60, -0.04, 0.19], [3.00, -0.63, -2.64], [-0.80, -0.27, 0.79], [-0.06, -0.17, 0.05], [0.06, -0.01, 0.10], [0.11, 0.23, 0.11], [0.00, -0.02, 0.00], [0.03, -0.03, -0.03], [-0.68, 0.19, 0.59], [0.03, 0.02, -0.01], [-0.07, -0.10, -0.01], [-0.05, 0.05, 0.05], [0.10, -0.08, 0.03], [0.11, 0.07, 0.04], [0.00, -0.01, 0.01], [0.01, -0.01, -0.02], [0.01, 0.03, -0.01], [-0.12, 0.09, -0.06], [0.05, 0.08, 0.23], [-0.01, -0.05, -0.07], [-0.05, 0.03, -0.02]],
  "e_tot_ha": -3634.60091,
  "total_charge": 1
}